Formula: C35H35N5O5Si
Source: the Open Molecules 2025 dataset
Level of theory: ωB97M-V with the def2-TZVPD basis set

Each line ends with the Mulliken charge.
CARTESIAN COORDINATES (ANGSTROEM)
Si: -1.71 -7.93 -4.29  0.345
O: 1.76 -2.29 -3.07  -0.663
O: 0.88 -3.45 2.17  -0.431
O: -1.70 -6.50 -3.43  -0.354
O: 3.17 -0.54 -2.70  -0.191
O: 1.04 -1.79 3.62  -0.638
N: 2.14 -1.42 -2.30  0.826
N: 4.17 2.71 0.89  -0.481
N: -1.85 -3.77 -1.02  0.744
N: 1.10 -2.24 2.44  0.971
N: 3.42 0.44 -1.71  -0.553
C: 2.07 -0.12 1.64  -0.881
C: 1.20 -1.82 0.04  1.249
C: -1.76 -8.77 0.50  -1.121
C: 2.21 -5.16 -2.84  -0.988
C: -1.78 -2.36 -1.39  -0.982
C: -3.14 -3.00 4.86  -0.679
C: -1.22 -7.90 -0.46  -0.266
C: -0.53 -9.14 -3.54  -0.994
C: -1.92 -3.74 -3.39  -1.162
C: -2.20 -4.62 -2.15  -0.697
C: 1.41 -1.35 1.36  -0.961
C: -3.47 -8.53 -4.27  -1.094
C: -2.05 -6.97 -1.09  -0.558
C: 1.91 -5.24 -0.45  -0.967
C: 3.51 1.75 0.77  -0.111
C: -1.17 -7.45 -6.01  -1.180
C: 0.86 -5.47 -3.03  -0.413
C: 2.59 0.07 -0.71  0.842
C: -3.44 -7.06 -0.94  -0.061
C: -3.14 -8.77 0.75  -0.605
C: -2.63 -3.49 2.53  0.406
C: 2.69 0.59 0.62  0.089
C: -4.63 -4.43 3.58  -0.785
C: 0.04 -5.71 -1.93  0.206
C: 0.57 -5.59 -0.64  0.177
C: 2.74 -5.06 -1.55  -0.770
C: 1.79 -1.06 -0.98  -1.291
C: -3.80 -4.28 2.47  -0.307
C: -2.30 -2.86 3.76  -0.289
C: -1.38 -2.42 -2.85  0.182
C: -4.31 -3.77 4.78  -0.444
C: -3.98 -7.92 0.02  -0.865
C: -1.47 -6.00 -2.12  2.531
C: -1.83 -3.30 1.33  -1.556
C: -2.02 -4.15 0.27  0.357
H: -0.12 -7.10 -6.02  0.298
H: -1.04 -1.82 -0.79  0.341
H: -3.57 -9.39 -4.94  0.416
H: 0.44 -8.68 -3.33  0.248
H: 0.79 -2.80 -0.17  1.576
H: 2.28 -5.11 0.57  0.529
H: -0.17 -7.97 -0.72  0.649
H: 2.84 -5.00 -3.71  0.442
H: -0.39 -9.96 -4.27  0.527
H: -1.37 -2.29 3.81  0.199
H: -1.79 -6.64 -6.42  0.327
H: -4.10 -6.47 -1.59  0.390
H: -2.88 -2.49 5.79  0.381
H: -0.06 -5.77 0.24  0.471
H: -2.34 -5.19 0.43  -0.122
H: -1.70 -1.54 -3.42  0.589
H: 3.79 -4.80 -1.41  0.449
H: -3.56 -9.43 1.51  0.395
H: -1.11 -2.50 1.28  0.920
H: 0.44 -5.53 -4.04  0.275
H: -3.78 -8.84 -3.26  0.262
H: -2.88 -3.58 -3.89  0.425
H: -3.29 -4.80 -2.12  0.769
H: -4.98 -3.86 5.63  0.358
H: -5.06 -7.93 0.17  0.472
H: -2.75 -1.86 -1.24  0.373
H: -4.16 -7.74 -4.60  0.288
H: 2.13 0.21 2.67  0.611
H: -1.23 -4.20 -4.11  0.285
H: -0.29 -2.46 -2.90  -0.558
H: -1.10 -9.46 1.02  0.432
H: -4.07 -4.76 1.53  0.327
H: -5.53 -5.04 3.49  0.367
H: -1.24 -8.32 -6.67  0.413
H: -0.93 -9.56 -2.61  0.289

Energy above the lowest of the compared OMol25 structures with the same formula, charge and spin: 15.4 kJ/mol
LUMO: -2.458 eV
Net charge: 0
SMILES: C[Si](C)(C)OC(c1ccccc1)(c1ccccc1)[C@@H]1CCCN1/C=C/c1ccccc1.N#Cc1cc([N+](=O)[O-])cc2c1no[n+]2[O-]
HOMO level: -6.92 eV